A molecular structure, C15H32FNO6PS2 at a distorted geometry, computed with ωB97M-V/def2-TZVPD.

Output
* energy: -63526.0668 eV
* molar mass: 436.53 g/mol
* LUMO level: 2.59 eV
* HOMO-LUMO gap: 7.22 eV

Geometry as ORCA input:
```
! RIJCOSX wB97M-V def2-TZVPD def2/J DEFGRID3
* xyz -1 1
C -1.020 2.651 2.181
C -1.206 2.764 0.668
P -0.783 1.318 -0.375
C 1.038 1.077 -0.513
C 1.890 2.019 0.308
S -1.718 -0.452 0.391
O -2.850 -0.018 1.160
O -2.090 -1.178 -0.788
N -0.694 -1.453 1.151
S -0.082 -0.925 2.523
O 1.152 -0.206 2.294
O -0.981 -0.291 3.438
C 0.410 -2.459 3.308
C 1.721 -2.313 4.024
C 1.724 -1.224 5.081
F 2.016 -3.539 4.644
H -1.000 3.646 2.621
H -1.836 2.114 2.628
H -0.098 2.167 2.462
H -0.703 3.641 0.293
H -2.258 2.934 0.489
H 1.260 1.260 -1.554
H 1.288 0.043 -0.319
H 1.770 1.849 1.367
H 1.699 3.056 0.073
H 2.932 1.812 0.085
H -0.348 -2.685 4.044
H 0.448 -3.272 2.597
H 2.503 -2.080 3.317
H 2.190 -0.340 4.680
H 0.729 -0.969 5.415
H 2.320 -1.545 5.925
C -0.085 5.368 -3.715
C 1.407 5.057 -3.796
C 1.659 4.398 -2.446
O 0.445 3.738 -2.088
C -0.611 4.157 -2.955
H -0.562 5.497 -4.685
H -0.244 6.279 -3.132
H 1.596 4.345 -4.603
H 2.033 5.933 -3.962
H 1.890 5.143 -1.676
H 2.469 3.668 -2.474
H -0.848 3.331 -3.632
H -1.497 4.378 -2.359
C -1.879 -4.560 -1.146
C -0.613 -5.372 -0.897
C -0.741 -6.479 -1.936
O -1.449 -5.918 -3.043
C -2.007 -4.649 -2.657
H -1.823 -3.532 -0.789
H -2.734 -5.044 -0.666
H 0.268 -4.760 -1.105
H -0.529 -5.754 0.119
H -1.322 -7.325 -1.546
H 0.225 -6.854 -2.282
H -1.433 -3.857 -3.148
H -3.040 -4.592 -3.001
*
```